# 1
{
  "formula": "C7H12",
  "method": "ωB97M-V/def2-TZVPD",
  "total_energy_ev": -7452.0434,
  "orbital_gap_ev": 10.311,
  "relative_energy_kcal_mol": 32.0,
  "lumo_energy_ev": 1.1,
  "homo_energy_ev": -9.2358,
  "symbols": ["C", "C", "C", "C", "C", "C", "C", "H", "H", "H", "H", "H", "H", "H", "H", "H", "H", "H", "H"],
  "coordinates": [[1.710, -0.319, 2.688], [1.153, -0.851, 1.368], [-0.268, -0.348, 1.098], [-0.879, -0.942, -0.151], [-0.873, -0.294, -1.286], [-0.655, 0.421, -2.358], [-1.495, 1.502, -2.967], [1.760, 0.776, 2.684], [1.077, -0.616, 3.533], [2.719, -0.696, 2.882], [1.788, -0.537, 0.531], [1.167, -1.949, 1.373], [-0.242, 0.744, 1.001], [-0.901, -0.580, 1.962], [0.298, 0.264, -2.864], [-1.299, -1.945, -0.081], [-2.481, 1.619, -2.511], [-1.613, 1.295, -4.035], [-0.965, 2.457, -2.869]],
  "forces_ev_per_angstrom": [[0.0339, 0.0232, 0.0530], [0.0351, -0.0494, -0.0365], [-0.0419, 0.0732, 0.1268], [-0.0744, 0.0821, -0.1108], [0.2437, 0.0857, 0.0118], [0.1304, -0.0569, 0.1804], [-0.0954, 0.0779, -0.0552], [-0.0225, -0.1471, -0.0169], [0.0768, 0.0303, -0.1432], [-0.1317, 0.0486, -0.0520], [-0.0268, -0.0719, 0.1238], [-0.0365, 0.1379, 0.0037], [-0.0334, -0.1460, 0.0316], [0.0344, 0.0292, -0.0709], [-0.0555, -0.1419, 0.0461], [0.0294, 0.1188, -0.0768], [0.1494, -0.1658, -0.0032], [-0.1138, 0.1589, 0.0885], [-0.1010, -0.0869, -0.1001]],
  "nbo_charge": [-0.605, -0.387, -0.413, -0.269, 0.076, -0.272, -0.628, 0.202, 0.201, 0.210, 0.200, 0.195, 0.208, 0.202, 0.213, 0.217, 0.218, 0.215, 0.216]
}

---

# 2
{
  "formula": "C17H23Br2ORuSTe2",
  "method": "ωB97M-V/def2-TZVPD",
  "s2": 8.78,
  "total_energy_ev": -188120.5598,
  "orbital_gap_ev": [8.057, 6.069],
  "total_charge": 2,
  "relative_energy_kcal_mol": 5.3,
  "lumo_energy_ev": [-5.8, -8.2],
  "homo_energy_ev": [-13.8371, -14.2342],
  "multiplicity": 6,
  "symbols": ["Ru", "Br", "C", "Br", "H", "H", "C", "C", "C", "C", "C", "C", "C", "O", "C", "C", "C", "H", "H", "H", "H", "H", "H", "H", "H", "H", "H", "H", "H", "C", "Te", "C", "H", "H", "H", "H", "H", "H", "Te", "C", "C", "C", "C", "S", "H", "H", "H"],
  "coordinates": [[0.765, -1.530, -0.810], [0.838, -3.958, 0.099], [2.152, -3.981, 1.563], [2.819, -2.217, 1.894], [2.972, -4.616, 1.254], [1.654, -4.362, 2.446], [-2.777, 4.912, 3.819], [-1.919, 3.845, 3.230], [-0.730, 3.452, 3.841], [0.085, 2.484, 3.294], [1.346, 2.095, 4.015], [-0.309, 1.861, 2.074], [0.581, 0.895, 1.523], [0.355, 0.088, 0.596], [-1.541, 2.234, 1.451], [-2.016, 1.634, 0.164], [-2.301, 3.221, 2.038], [-2.410, 5.247, 4.786], [-3.806, 4.566, 3.927], [-2.815, 5.772, 3.146], [-0.441, 3.918, 4.775], [1.380, 2.560, 4.997], [2.227, 2.434, 3.463], [1.423, 1.017, 4.150], [1.579, 0.858, 1.980], [-2.243, 0.574, 0.290], [-1.245, 1.724, -0.602], [-2.915, 2.138, -0.187], [-3.223, 3.531, 1.561], [2.880, 0.262, -3.603], [3.251, -0.645, -1.696], [3.672, -2.590, -2.513], [2.085, -0.281, -4.108], [3.797, 0.233, -4.185], [2.584, 1.295, -3.437], [4.323, -3.121, -1.823], [4.191, -2.451, -3.458], [2.753, -3.146, -2.674], [-0.825, -0.630, -2.767], [-1.665, -2.236, -3.729], [-1.646, -3.570, -3.354], [-2.349, -4.388, -4.243], [-2.891, -3.674, -5.288], [-2.562, -2.014, -5.196], [-1.149, -3.918, -2.459], [-2.469, -5.455, -4.132], [-3.469, -4.066, -6.111]],
  "forces_ev_per_angstrom": [[0.0822, 1.0273, 0.7887], [-0.0326, -0.7117, 0.1461], [0.1910, 0.2721, 0.0718], [0.0088, -0.1003, 0.0242], [-0.0701, -0.0251, -0.1449], [-0.1635, 0.0489, -0.0728], [-0.1175, 0.1338, -0.0240], [0.1222, -0.1574, -0.0661], [-0.0322, 0.0588, 0.0886], [0.0250, -0.1011, -0.1346], [0.1108, 0.0592, -0.0386], [-0.1680, -0.0711, -0.1999], [0.1387, 0.1617, 0.4670], [-0.2210, -0.3656, -0.7365], [0.0971, 0.0654, 0.1009], [0.0438, -0.1018, -0.0138], [-0.0111, -0.0005, 0.0035], [-0.0054, -0.0082, 0.0055], [0.0253, -0.0419, 0.0436], [0.0494, 0.0028, 0.0198], [0.0027, -0.0054, -0.0022], [-0.0094, 0.0022, 0.0023], [0.0175, -0.0114, 0.0523], [0.0067, 0.0170, 0.0844], [-0.0784, -0.0783, -0.0655], [0.0150, -0.0199, -0.0406], [-0.0088, -0.0209, -0.0685], [0.0288, 0.0113, 0.0301], [0.0025, -0.0279, -0.0054], [-0.1208, -0.0531, 0.2017], [0.1596, -0.1390, -0.4809], [0.0368, 0.0470, 0.0930], [0.0300, -0.0160, -0.0210], [0.0504, -0.0362, 0.0712], [0.0064, -0.0072, 0.0270], [-0.0270, 0.0335, 0.0449], [0.0022, 0.0881, 0.0123], [0.0032, 0.0180, -0.0337], [-0.4187, -0.2004, -0.5016], [0.1071, 0.3653, 0.0484], [0.0484, 0.0844, 0.0308], [-0.0535, -0.0678, -0.0462], [0.0167, -0.0008, -0.0016], [0.1318, -0.0790, 0.2518], [-0.0238, -0.0692, -0.0119], [0.0120, 0.0068, -0.0096], [-0.0100, 0.0136, 0.0102]],
  "nbo_charge": [0.837, 0.104, -0.496, 0.112, 0.257, 0.263, -0.654, 0.138, -0.245, 0.104, -0.656, -0.191, 0.445, -0.730, 0.096, -0.637, -0.241, 0.236, 0.247, 0.251, 0.231, 0.248, 0.233, 0.222, 0.158, 0.228, 0.212, 0.237, 0.227, -0.848, 0.614, -0.848, 0.232, 0.257, 0.251, 0.249, 0.258, 0.227, 0.457, -0.577, -0.223, -0.247, -0.337, 0.555, 0.216, 0.257, 0.272]
}

---

# 3
{
  "formula": "C20H40INO2S2Si",
  "method": "ωB97M-V/def2-TZVPD",
  "total_energy_ev": -64612.9820,
  "orbital_gap_ev": 7.889,
  "relative_energy_kcal_mol": 218.1,
  "lumo_energy_ev": -0.7,
  "homo_energy_ev": -8.5726,
  "symbols": ["C", "C", "O", "C", "C", "Si", "C", "C", "C", "S", "C", "S", "N", "C", "C", "O", "C", "C", "C", "C", "C", "C", "C", "C", "C", "C", "I", "H", "H", "H", "H", "H", "H", "H", "H", "H", "H", "H", "H", "H", "H", "H", "H", "H", "H", "H", "H", "H", "H", "H", "H", "H", "H", "H", "H", "H", "H", "H", "H", "H", "H", "H", "H", "H", "H", "H", "H"],
  "coordinates": [[-2.350, 4.497, 2.922], [-1.041, 4.353, 1.902], [-1.386, 3.461, 0.784], [-0.268, 3.276, -0.154], [0.212, 1.725, -0.372], [-1.185, 0.406, -0.254], [-0.713, -0.990, -1.552], [-2.020, -1.738, -2.200], [-1.500, -2.493, -3.598], [-0.212, -3.820, -3.229], [1.523, -3.043, -3.095], [1.899, -1.834, -4.249], [2.553, -3.418, -2.052], [2.904, -2.269, -1.130], [4.134, -2.659, -0.067], [5.293, -3.282, -0.725], [4.802, -4.464, -1.507], [3.872, -3.808, -2.731], [-1.245, -0.524, 1.468], [-0.925, 0.449, 2.748], [0.398, 0.000, 3.633], [1.838, 0.414, 2.892], [0.357, -1.553, 4.156], [-2.955, 1.047, -0.657], [-3.032, 2.203, -1.817], [-3.861, 3.549, -1.278], [-4.161, 1.546, -3.627], [-3.158, 3.659, 2.748], [-2.839, 5.561, 2.882], [-1.940, 4.351, 4.021], [-0.714, 5.383, 1.450], [-0.194, 3.810, 2.521], [-0.444, 3.743, -1.217], [0.659, 3.861, 0.318], [0.692, 1.656, -1.462], [1.090, 1.388, 0.361], [-0.133, -1.821, -0.924], [0.051, -0.589, -2.345], [-2.487, -2.584, -1.532], [-2.885, -1.025, -2.535], [-0.983, -1.634, -4.232], [-2.409, -2.904, -4.241], [3.239, -1.294, -1.709], [1.988, -1.993, -0.447], [4.402, -1.645, 0.496], [3.668, -3.362, 0.760], [4.076, -5.148, -0.867], [5.734, -5.032, -1.934], [3.716, -4.565, -3.618], [4.438, -2.820, -3.045], [-2.296, -1.084, 1.550], [-0.437, -1.390, 1.404], [-1.862, 0.383, 3.474], [-0.780, 1.582, 2.490], [0.366, 0.681, 4.613], [2.717, 0.470, 3.698], [2.113, -0.293, 2.001], [1.746, 1.522, 2.468], [0.080, -1.560, 5.316], [-0.458, -2.212, 3.603], [1.443, -1.993, 4.086], [-3.723, 0.169, -0.912], [-3.376, 1.524, 0.353], [-1.955, 2.468, -2.225], [-3.850, 3.657, -0.111], [-3.275, 4.479, -1.736], [-4.952, 3.573, -1.735]],
  "forces_ev_per_angstrom": [[0.6226, -0.0353, 0.4015], [-0.5695, -0.4230, 0.6436], [1.2247, 0.3429, -0.2967], [2.2418, 0.4306, 0.3452], [1.0360, 0.6962, -0.3599], [-0.1129, -1.4135, -0.2705], [-0.0184, -1.1061, 0.4682], [0.5918, -0.9993, -1.4797], [-0.2646, 2.4647, -0.1794], [1.0432, 0.4922, 0.8145], [0.3084, 2.5080, -1.3515], [-0.5681, -2.0881, 1.9410], [-0.2108, 0.3322, -1.4587], [0.3325, 1.0104, 1.3206], [-1.5131, 0.2073, 0.1165], [-2.2402, -0.8675, 0.2615], [-0.9351, 0.8877, -0.8972], [1.1216, -0.2991, 0.8277], [0.2999, -0.4894, 0.3114], [-0.2568, -0.5680, 1.1586], [0.1814, 0.8494, 0.4699], [-0.4025, 0.6564, 0.4070], [0.0002, 0.3123, 0.7411], [-1.9371, 0.6389, 0.2124], [0.0533, 0.7159, 1.3157], [0.7747, 0.5996, -1.0237], [0.7143, 0.0865, 0.7229], [1.7299, 1.7108, 0.1106], [0.9013, -2.1563, -0.1310], [-0.8941, 0.3217, -2.2332], [-0.4628, -1.8702, 1.1456], [-1.3650, 1.4125, -1.2688], [-0.1622, -0.7339, 2.1809], [-1.8575, -1.1429, -1.1820], [-1.0728, 0.1819, 2.2665], [-1.9339, 0.9186, -1.4094], [-1.1136, 1.6977, -1.4300], [-1.7041, -0.8501, 1.2461], [1.0330, 1.8233, -0.9233], [1.7663, -1.1861, 0.6676], [-0.9870, -1.9598, 1.1169], [2.1944, 0.3687, 1.4585], [-0.7043, -1.9800, 0.8100], [1.6800, -0.5691, -1.4227], [-0.0897, -2.2440, -1.4856], [1.0357, 1.0725, -1.6787], [1.7389, 1.3106, -1.1468], [-1.8324, 1.2010, 0.9995], [0.1670, 1.6307, 1.8226], [-1.0889, -2.0993, 0.1872], [2.2324, 1.2858, 0.0003], [-1.5698, 1.7553, 0.2134], [1.9765, 0.2517, -1.4032], [-0.3695, -2.1621, 0.1650], [0.0523, -1.3682, -2.1341], [-1.9244, -0.4484, -1.8298], [-0.4662, 1.2232, 1.7486], [0.1096, -2.3380, 0.8492], [0.5260, -0.0103, -2.5650], [1.9654, 1.3640, 1.0085], [-2.2480, 0.5574, -0.0513], [1.8337, 1.8081, 0.5862], [0.8671, -0.8884, -2.1627], [-2.4045, -0.4523, 0.8207], [0.0154, -0.4120, -2.3793], [-1.3952, -1.8272, 1.0545], [2.3040, -0.1389, 1.2167]],
  "nbo_charge": [-0.655, -0.070, -0.598, -0.073, -0.947, 1.749, -0.924, -0.423, -0.536, 0.229, -0.024, -0.040, -0.560, -0.257, -0.083, -0.550, -0.094, -0.263, -0.914, -0.420, -0.207, -0.644, -0.651, -0.964, -0.282, -0.657, 0.039, 0.233, 0.222, 0.217, 0.192, 0.176, 0.192, 0.187, 0.251, 0.254, 0.235, 0.246, 0.217, 0.225, 0.246, 0.251, 0.201, 0.216, 0.210, 0.175, 0.194, 0.213, 0.229, 0.214, 0.247, 0.234, 0.214, 0.214, 0.203, 0.224, 0.206, 0.207, 0.219, 0.224, 0.218, 0.261, 0.254, 0.217, 0.234, 0.217, 0.230]
}

---

# 4
{
  "formula": "C4H12BOPS",
  "method": "ωB97M-V/def2-TZVPD",
  "total_energy_ev": -27188.8140,
  "orbital_gap_ev": 7.854,
  "lumo_energy_ev": -0.6,
  "homo_energy_ev": -8.4308,
  "symbols": ["C", "C", "O", "C", "C", "B", "P", "S", "H", "H", "H", "H", "H", "H", "H", "H", "H", "H", "H", "H"],
  "coordinates": [[0.112, 0.695, 2.805], [-0.306, -0.745, 2.411], [-0.228, -1.022, 1.029], [-1.061, -0.179, 0.251], [-0.162, 0.519, -0.813], [0.075, -0.529, -2.009], [1.063, -0.049, -3.589], [2.844, 0.519, -2.946], [0.116, 0.736, 3.903], [1.061, 1.008, 2.365], [-0.685, 1.391, 2.500], [0.422, -1.418, 2.889], [-1.279, -1.019, 2.854], [-1.760, -0.835, -0.299], [-1.685, 0.506, 0.836], [-0.599, 1.442, -1.225], [0.841, 0.687, -0.389], [-0.345, -1.639, -1.889], [0.422, 1.076, -4.191], [1.155, -1.143, -4.492]],
  "forces_ev_per_angstrom": [[-1.3250, -0.3810, 0.0088], [1.1722, 0.0321, 0.8632], [-0.4635, 0.4156, 0.3506], [0.0072, -0.1655, -1.1863], [-0.3016, -1.3325, -0.7196], [-0.2842, 0.5454, 0.7089], [0.7888, 0.6889, 0.4758], [-0.0782, -0.2708, 0.0452], [0.3431, 0.0760, -0.2677], [-0.0633, -0.1835, 0.1700], [0.4217, 0.0142, -0.0039], [-0.2014, 0.0077, -0.2808], [0.0225, 0.2883, -0.3471], [0.0068, 0.2101, 0.3094], [0.4013, -0.0225, 0.0881], [0.2666, -0.0115, 0.3054], [-0.3120, 0.4102, -0.0673], [0.2504, -0.0579, -0.1035], [-0.1600, -0.7566, -0.2922], [-0.4916, 0.4933, -0.0569]],
  "nbo_charge": [-0.645, -0.059, -0.538, -0.056, -0.808, 0.382, 0.521, -0.601, 0.217, 0.218, 0.199, 0.186, 0.162, 0.169, 0.179, 0.242, 0.282, -0.056, 0.000, 0.007]
}